Computed, not measured: a molecular structure, C33H59MnN2O2P2, with the ωB97M-V functional and the def2-TZVPD basis.

Computed properties:
Net charge   +1
Expectation value of S²   8.784
Relative energy (zero: lowest compared OMol25 entry of this formula, charge and spin)   0.00 kJ/mol
Highest occupied orbital energy (spin up / spin down)   -8.93 / -8.85 eV
DFT total energy   -3386.2289 Eh
Molecular weight   632.73 Da
Spin multiplicity   6

The geometry in XYZ format:
```
99
C33H59MnN2O2P2, DFT the ωB97M-V functional and the def2-TZVPD basis
Mn -0.032 0.230 -0.264
P 0.058 -2.399 0.220
P -0.577 2.411 -0.877
O -0.917 0.751 2.461
O 2.325 -0.142 1.476
N -1.775 -0.124 -1.185
N 0.956 0.024 -1.815
C 2.030 -1.872 -4.801
C -1.921 3.395 0.017
C 3.775 -0.834 -3.334
C 1.371 -0.593 -2.732
C -2.206 0.538 3.097
C 0.091 -3.311 1.946
C -3.690 -1.558 -1.388
C -0.351 -2.323 3.027
C 0.024 1.263 3.444
C 2.338 0.582 -4.727
C 1.333 0.018 0.857
C -2.435 4.576 -0.825
C 2.358 -0.693 -3.887
C -1.347 3.892 1.349
C -0.046 -3.343 -2.453
C 0.689 4.963 -1.260
C 0.381 -5.109 -0.818
C -1.967 0.575 4.602
C -1.497 1.935 -2.428
C 1.549 -3.723 2.216
C 1.191 3.161 -2.891
C 0.908 3.457 -1.416
C -0.763 1.518 4.727
C -1.617 -2.336 -0.268
C -2.293 0.678 -2.136
C -3.114 2.464 0.302
C 2.125 3.030 -0.571
C -0.853 -4.516 2.069
C 2.183 -3.371 -1.240
C 0.682 -3.642 -1.135
C -4.233 -0.716 -2.338
C -2.364 -1.342 -0.934
C -3.488 0.383 -2.785
H -5.216 -0.911 -2.757
H 2.225 -2.862 2.117
H 2.354 -2.341 -1.578
H 4.467 -0.936 -4.180
H -2.789 1.520 0.757
H 0.480 5.256 -0.226
H -0.646 -5.327 1.367
H 1.633 -4.098 3.247
H 1.897 -4.520 1.550
H 0.730 -5.717 -1.668
H -1.128 -3.506 -2.357
H -2.193 -3.227 0.014
H -0.727 -4.938 3.080
H 0.892 -5.482 0.075
H -2.095 4.530 1.844
H -2.622 4.308 -1.871
H 2.087 -2.826 -4.266
H -1.414 -2.067 2.934
H -4.204 -2.439 -1.011
H 2.966 0.421 -5.612
H 1.330 0.840 -5.074
H -1.107 2.562 4.735
H -1.906 -4.224 1.968
H 0.511 2.166 3.045
H 0.333 -4.005 -3.248
H -3.839 1.052 -3.572
H 4.065 0.071 -2.782
H 2.399 1.980 -0.749
H 0.231 -1.397 3.004
H 1.023 -1.760 -5.221
H -2.157 2.731 -2.801
H -2.895 1.352 2.814
H -2.628 -0.414 2.742
H -1.759 5.435 -0.796
H -0.778 1.727 -3.240
H -1.119 3.050 2.012
H -0.156 1.348 5.619
H -0.434 4.487 1.228
H 0.106 -2.304 -2.773
H 2.787 1.426 -4.189
H 2.640 -4.057 -1.968
H -1.696 -0.429 4.955
H 0.383 3.506 -3.551
H 1.933 3.155 0.505
H -0.216 -2.781 4.022
H -3.395 4.905 -0.401
H 2.699 -3.495 -0.278
H 3.901 -1.707 -2.684
H 1.620 5.469 -1.557
H -3.686 2.236 -0.607
H 1.349 2.088 -3.049
H 2.983 3.661 -0.847
H 2.751 -1.897 -5.631
H -3.793 2.961 1.014
H 0.816 0.520 3.626
H 2.107 3.690 -3.200
H -0.701 -5.279 -0.732
H -2.847 0.919 5.149
H -0.103 5.331 -1.922
```

Let us look at the Mulliken charges, expressed in e, one per atom: number 1, Mn, carries -0.0182; number 2, P, carries 1.0591; number 3, P, carries 0.5524; number 4, O, carries 0.0188; number 5, O, carries -0.4483; number 6, N, carries 1.2111; number 7, N, carries 0.3422; number 8, C, carries -1.7518; number 9, C, carries 2.3950; number 10, C, carries -1.5419; number 11, C, carries -0.4768; number 12, C, carries -0.8056; number 13, C, carries 2.2959; number 14, C, carries -1.1093; number 15, C, carries -1.9561; number 16, C, carries -0.6119; number 17, C, carries -1.8181; number 18, C, carries 0.8488; number 19, C, carries -1.6418; number 20, C, carries 2.0292; number 21, C, carries -1.3236; number 22, C, carries -1.3910; number 23, C, carries -1.9406; number 24, C, carries -1.9824; number 25, C, carries -0.6642; number 26, C, carries -1.1937; number 27, C, carries -1.7952; number 28, C, carries -1.5617; number 29, C, carries 2.4074; number 30, C, carries -0.7383; number 31, C, carries -2.0852; number 32, C, carries -0.2208; number 33, C, carries -1.5010; number 34, C, carries -1.4530; number 35, C, carries -1.8517; number 36, C, carries -1.1911; number 37, C, carries 1.8933; number 38, C, carries -0.8229; number 39, C, carries 0.5236; number 40, C, carries -0.8136; number 41, H, carries 0.4285; number 42, H, carries 0.2492; number 43, H, carries -0.2642; number 44, H, carries 0.4551; number 45, H, carries -0.1823; number 46, H, carries 0.2950; number 47, H, carries 0.3309; number 48, H, carries 0.5380; number 49, H, carries 0.2934; number 50, H, carries 0.5398; number 51, H, carries 0.3355; number 52, H, carries 0.2301; number 53, H, carries 0.5104; number 54, H, carries 0.3309; number 55, H, carries 0.5698; number 56, H, carries 0.1077; number 57, H, carries 0.2453; number 58, H, carries 0.2926; number 59, H, carries 0.5231; number 60, H, carries 0.5229; number 61, H, carries 0.3303; number 62, H, carries 0.2946; number 63, H, carries 0.3526; number 64, H, carries 0.1916; number 65, H, carries 0.5851; number 66, H, carries 0.5206; number 67, H, carries 0.3283; number 68, H, carries -0.0096; number 69, H, carries 0.0456; number 70, H, carries 0.4165; number 71, H, carries 0.4045; number 72, H, carries 0.4648; number 73, H, carries 0.3521; number 74, H, carries 0.4131; number 75, H, carries 0.4857; number 76, H, carries 0.0083; number 77, H, carries 0.3802; number 78, H, carries 0.0692; number 79, H, carries 0.0459; number 80, H, carries 0.4459; number 81, H, carries 0.5647; number 82, H, carries 0.2363; number 83, H, carries 0.2935; number 84, H, carries 0.2136; number 85, H, carries 0.6326; number 86, H, carries 0.5400; number 87, H, carries 0.2206; number 88, H, carries 0.3807; number 89, H, carries 0.5512; number 90, H, carries 0.3397; number 91, H, carries -0.4568; number 92, H, carries 0.6061; number 93, H, carries 0.5007; number 94, H, carries 0.6706; number 95, H, carries 0.5044; number 96, H, carries 0.7064; number 97, H, carries 0.3727; number 98, H, carries 0.4040; number 99, H, carries 0.3750